No. 1
Here is one molecule with the formula C15H16N2O4S at a distorted geometry from the OMol25 dataset. Energies are from the ωB97M-V functional and the def2-TZVPD basis.

Each line ends with the natural charge from an NBO analysis.
CARTESIAN COORDINATES (ANGSTROEM)
C (1.388, 1.292, 4.421)  -0.635
C (2.191, 0.091, 3.948)  -0.078
O (2.543, 0.257, 2.568)  -0.503
C (1.798, -0.359, 1.669)  0.832
O (0.965, -1.197, 1.901)  -0.627
C (2.229, 0.020, 0.251)  -0.312
N (1.057, 0.209, -0.560)  -0.647
C (0.921, -0.171, -1.867)  0.387
C (1.949, -0.705, -2.655)  -0.300
C (1.658, -1.042, -3.962)  -0.141
C (0.376, -0.838, -4.457)  -0.295
C (-0.565, -0.299, -3.598)  0.075
N (-0.305, 0.020, -2.343)  -0.480
S (-0.130, 1.301, 0.009)  2.314
O (-0.124, 2.467, -0.820)  -0.919
O (0.211, 1.489, 1.393)  -0.953
C (-1.694, 0.449, -0.106)  -0.196
C (-1.854, -0.753, 0.551)  -0.234
C (-3.083, -1.392, 0.479)  -0.197
C (-4.124, -0.817, -0.232)  -0.198
C (-3.947, 0.399, -0.875)  -0.220
C (-2.723, 1.041, -0.813)  -0.198
H (1.001, 1.110, 5.420)  0.212
H (2.011, 2.182, 4.433)  0.209
H (0.564, 1.459, 3.732)  0.241
H (1.610, -0.831, 4.050)  0.206
H (3.137, -0.002, 4.488)  0.186
H (2.845, 0.924, 0.293)  0.225
H (2.817, -0.813, -0.144)  0.238
H (2.944, -0.839, -2.264)  0.216
H (2.430, -1.453, -4.596)  0.219
H (0.123, -1.087, -5.474)  0.222
H (-1.582, -0.113, -3.914)  0.196
H (-1.030, -1.172, 1.106)  0.264
H (-3.226, -2.336, 0.981)  0.217
H (-5.080, -1.318, -0.284)  0.215
H (-4.764, 0.845, -1.424)  0.218
H (-2.538, 1.981, -1.306)  0.241

SMILES string = CCOC(=O)CN(c1ccccn1)S(=O)(=O)c1ccccc1
Multiplicity = 1
E_HOMO = -0.3241 Ha

***

No. 2
Here is C15H16N2O4SSe2Te2Ti as an isolated structure at a distorted geometry from the OMol25 dataset. Energies are from the ωB97M-V functional and the def2-TZVPD basis.

Each line ends with the natural charge from an NBO analysis.
CARTESIAN COORDINATES (ANGSTROEM)
Ti (0.035, 0.031, 0.134)  0.823
Se (-0.319, 0.705, 2.548)  -0.567
Te (-0.730, -1.964, 2.010)  0.323
Te (-0.874, -4.398, 3.623)  -0.974
Se (-1.235, -1.839, -0.628)  -0.376
C (4.264, 3.238, -6.494)  -0.623
C (3.508, 2.259, -5.634)  -0.032
C (3.911, 1.986, -4.329)  -0.236
C (3.189, 1.115, -3.528)  -0.125
C (2.055, 0.486, -4.024)  -0.331
C (1.652, 0.737, -5.326)  -0.178
C (2.381, 1.609, -6.124)  -0.228
S (0.982, -0.398, -2.887)  2.342
O (-0.078, -0.901, -3.723)  -0.963
O (1.856, -1.326, -2.206)  -0.958
N (0.543, 0.742, -1.848)  -1.012
C (-0.503, 1.641, -2.362)  -0.355
C (-1.386, 2.152, -1.225)  0.786
O (-1.943, 3.231, -1.344)  -0.669
O (-1.452, 1.348, -0.215)  -0.714
H (5.061, 3.722, -5.930)  0.207
H (3.602, 4.017, -6.877)  0.213
H (4.717, 2.743, -7.356)  0.209
H (4.791, 2.477, -3.929)  0.195
H (3.499, 0.913, -2.511)  0.221
H (0.763, 0.244, -5.698)  0.241
H (2.053, 1.804, -7.140)  0.198
H (-1.161, 1.126, -3.069)  0.227
H (-0.055, 2.493, -2.881)  0.194
C (6.378, -0.014, 0.121)  -0.632
C (4.889, -0.029, 0.324)  0.037
C (4.121, 1.118, 0.141)  -0.273
C (2.753, 1.044, 0.301)  0.098
N (2.121, -0.093, 0.592)  -0.484
C (2.846, -1.190, 0.807)  0.119
C (4.225, -1.191, 0.693)  -0.250
H (6.730, 0.981, -0.149)  0.209
H (6.662, -0.705, -0.675)  0.224
H (6.899, -0.326, 1.028)  0.220
H (4.579, 2.064, -0.120)  0.211
H (2.138, 1.928, 0.185)  0.220
H (2.284, -2.077, 1.075)  0.250
H (4.766, -2.110, 0.880)  0.217

Multiplicity = 1
E_HOMO (spin up / spin down) = -0.0008 / -0.0008 Ha
Charge = -2

***

No. 3
Here is C15H17AsBrNO3S2V as an isolated structure at a distorted geometry from the OMol25 dataset. Energies are from the ωB97M-V functional and the def2-TZVPD basis.

Each line ends with the Mulliken spin population.
CARTESIAN COORDINATES (ANGSTROEM)
V (-0.486, 1.248, 1.359)  2.011
O (1.442, 0.821, 1.163)  -0.019
N (2.126, 0.158, 2.109)  0.009
C (3.387, -0.197, 1.782)  0.000
C (4.177, -0.885, 2.652)  0.000
C (3.625, -1.220, 3.904)  0.003
C (2.342, -0.885, 4.198)  0.003
C (1.504, -0.198, 3.264)  0.003
S (-0.129, 0.142, 3.493)  -0.002
H (3.685, 0.138, 0.801)  -0.001
H (5.184, -1.147, 2.366)  0.000
H (4.220, -1.754, 4.635)  0.000
H (1.890, -1.148, 5.144)  0.000
C (0.162, 4.038, -1.310)  0.004
As (-0.396, 2.211, -1.010)  -0.043
C (0.538, 1.401, -2.529)  -0.010
C (-2.192, 2.288, -1.774)  0.012
S (-0.859, 3.288, 1.991)  0.022
H (0.101, 4.263, -2.375)  0.001
H (1.181, 4.162, -0.948)  0.000
H (-0.483, 4.680, -0.716)  0.002
H (0.198, 1.848, -3.465)  -0.001
H (0.359, 0.326, -2.561)  0.003
H (1.610, 1.567, -2.421)  0.000
H (-2.192, 2.868, -2.698)  -0.001
H (-2.848, 2.747, -1.036)  0.001
H (-2.550, 1.279, -1.978)  0.001
Br (-0.304, -5.040, -3.029)  0.000
C (-1.074, -3.650, -1.999)  0.001
C (-2.453, -3.556, -1.915)  -0.001
C (-3.008, -2.529, -1.159)  0.000
C (-2.200, -1.617, -0.498)  0.008
C (-0.822, -1.738, -0.595)  0.026
C (-0.244, -2.755, -1.350)  0.005
C (-2.867, -0.482, 0.303)  0.001
O (-4.078, -0.404, 0.315)  0.027
O (-2.035, 0.296, 0.898)  -0.028
H (-3.079, -4.270, -2.432)  0.000
H (-4.081, -2.412, -1.072)  0.001
H (-0.182, -1.034, -0.081)  -0.038
H (0.831, -2.848, -1.428)  0.000

Multiplicity = 3
E_HOMO (spin up / spin down) = -0.1027 / -0.1335 Ha
Charge = -1

***

No. 4
Here is C15H17AuF6GeN3O5S2 as an isolated structure from the OMol25 dataset. Energies are from the ωB97M-V functional and the def2-TZVPD basis.

Each line ends with the natural charge from an NBO analysis.
CARTESIAN COORDINATES (ANGSTROEM)
Au (0.289, -0.672, 1.362)  0.932
O (-0.445, -1.873, -0.276)  -0.796
C (0.160, -2.654, -1.111)  0.396
C (-0.556, -3.739, -1.684)  -0.247
C (0.022, -4.595, -2.589)  -0.207
C (1.354, -4.430, -2.986)  -0.300
C (2.066, -3.373, -2.459)  -0.165
C (1.497, -2.478, -1.546)  -0.230
C (2.279, -1.337, -1.088)  0.401
N (2.201, -0.704, 0.071)  -0.576
C (3.152, 0.294, 0.042)  -0.060
C (3.819, 0.260, -1.133)  -0.096
N (3.261, -0.784, -1.841)  -0.518
H (-1.587, -3.858, -1.376)  0.205
H (-0.563, -5.412, -2.996)  0.198
H (1.818, -5.115, -3.683)  0.201
H (3.105, -3.246, -2.743)  0.190
H (3.262, 0.983, 0.860)  0.222
H (4.586, 0.890, -1.544)  0.219
H (3.438, -1.012, -2.803)  0.421
C (-3.151, -1.620, 2.705)  -1.073
Ge (-2.181, -0.199, 3.622)  1.539
C (-2.715, 1.550, 2.971)  -1.085
C (-2.460, -0.317, 5.562)  -1.090
C (-0.309, -0.554, 3.146)  -0.759
H (-4.224, -1.433, 2.766)  0.225
H (-2.936, -2.592, 3.149)  0.224
H (-2.847, -1.639, 1.658)  0.260
H (-3.794, 1.674, 3.067)  0.223
H (-2.429, 1.651, 1.925)  0.274
H (-2.218, 2.337, 3.539)  0.230
H (-3.516, -0.184, 5.803)  0.225
H (-1.893, 0.458, 6.079)  0.225
H (-2.141, -1.289, 5.940)  0.223
H (0.345, -0.945, 3.932)  0.156
F (-1.948, 4.317, 0.396)  -0.321
C (-0.628, 4.108, 0.362)  0.704
F (-0.205, 3.948, 1.626)  -0.327
F (-0.046, 5.198, -0.135)  -0.312
S (-0.211, 2.595, -0.613)  2.265
O (-1.060, 1.601, -0.016)  -0.956
O (1.214, 2.467, -0.476)  -0.951
N (-0.725, 2.917, -2.061)  -1.219
S (0.225, 3.496, -3.193)  2.246
O (-0.579, 3.717, -4.357)  -0.932
O (1.151, 4.505, -2.772)  -0.932
C (1.318, 2.045, -3.671)  0.711
F (2.562, 2.200, -3.211)  -0.320
F (0.847, 0.883, -3.215)  -0.318
F (1.394, 1.960, -5.006)  -0.324

Multiplicity = 1
E_HOMO (spin up / spin down) = -0.1817 / -0.1817 Ha
Charge = -1

***

No. 5
Here is C15H17CrF5N2 as an isolated structure at a distorted geometry from the OMol25 dataset. Energies are from the ωB97M-V functional and the def2-TZVPD basis.

Each line ends with the Mulliken spin population.
CARTESIAN COORDINATES (ANGSTROEM)
C (0.507, -1.343, -2.888)  0.271
C (-0.459, -3.100, -0.041)  -0.190
H (-0.460, -1.470, -3.401)  -0.002
H (0.999, -2.328, -2.842)  0.004
H (1.152, -0.733, -3.532)  -0.012
H (-1.472, -3.219, 0.348)  -0.009
H (-0.557, -3.423, -1.101)  0.045
H (0.220, -3.833, 0.407)  0.002
C (-1.086, 1.012, -2.483)  0.032
C (-1.824, 2.175, -2.704)  -0.003
C (-2.503, 2.766, -1.643)  0.013
C (-2.436, 2.139, -0.401)  -0.008
H (-0.535, 0.558, -3.303)  -0.002
H (-1.819, 2.586, -3.714)  -0.001
H (-3.062, 3.692, -1.772)  0.001
H (-2.927, 2.552, 0.475)  0.000
N (-0.992, 0.416, -1.284)  -0.058
C (-1.690, 0.955, -0.245)  0.023
C (-1.610, 0.237, 1.034)  0.005
N (-0.770, -0.827, 1.067)  -0.029
C (-0.749, -1.590, 2.176)  0.009
C (-2.368, -0.220, 3.306)  0.003
C (-1.526, -1.333, 3.311)  0.004
H (-0.135, -2.491, 2.143)  -0.007
H (-1.458, -2.018, 4.149)  -0.001
C (-2.401, 0.570, 2.162)  -0.005
H (-3.047, 1.441, 2.093)  -0.001
H (-2.986, 0.017, 4.172)  0.000
Cr (0.211, -1.364, -0.855)  3.470
C (1.750, -1.891, 0.470)  -0.116
H (1.579, -2.728, 1.162)  0.015
H (2.011, -1.023, 1.094)  0.002
H (2.634, -2.121, -0.143)  0.013
F (1.768, 1.029, -2.445)  0.023
C (1.964, 0.307, -1.261)  0.416
F (3.190, -0.321, -1.423)  0.035
C (2.170, 1.461, -0.261)  0.041
F (3.230, 2.235, -0.621)  0.015
F (1.070, 2.265, -0.290)  0.001
F (2.372, 1.077, 1.018)  -0.001

Multiplicity = 5
E_HOMO (spin up / spin down) = -0.2606 / -0.2784 Ha

***

Which value of multiplicity does entry 4 give? 1

***

Which of these has the highest multiplicity? C15H17CrF5N2

***

Which value of multiplicity does entry 2 give? 1